A molecular structure, C29H36N6OP2Pt, computed with ωB97M-V with the def2-TZVPD basis set.

Each line ends with the Löwdin spin population.
Element x y z (Å)
Pt -1.22272 2.67580 -0.15273  1.234
C -3.82667 4.23331 -2.29159  0.036
P -2.98851 4.20336 -0.68253  0.134
C -4.34824 4.10691 0.51957  0.011
C -2.32435 5.88587 -0.40696  0.017
C -1.63310 5.92332 0.95941  0.002
P -0.37636 4.59253 1.02628  0.133
C 0.97753 5.28636 0.00278  0.036
C 0.22620 4.56352 2.74096  0.032
H -4.61310 4.98854 -2.31859  0.008
H -4.26882 3.25330 -2.46959  0.001
H -3.10544 4.43944 -3.08227  0.000
H -4.84168 5.07648 0.60111  0.003
H -3.98218 3.80056 1.49688  0.000
H -5.07810 3.37430 0.17414  0.000
H -3.14290 6.60694 -0.45294  0.004
H -1.62803 6.12500 -1.21329  0.001
H -2.36041 5.76218 1.75835  0.000
H -1.15397 6.88717 1.14106  0.002
H 1.73916 5.74138 0.63648  0.004
H 0.57506 6.06155 -0.64827  0.001
H 1.44076 4.52437 -0.62163  0.006
H 0.90051 5.39766 2.93495  0.006
H 0.73803 3.62483 2.94435  0.002
H -0.62704 4.63758 3.41616  0.000
C 6.32367 -9.04194 -0.94620  0.000
O 5.09571 -8.75983 -1.60877  0.000
C 4.54162 -7.55196 -1.43820  0.000
C 3.33663 -7.33065 -2.11486  0.000
C 2.69150 -6.12327 -2.00209  0.000
C 3.22225 -5.09640 -1.21253  0.000
C 4.42245 -5.32453 -0.54524  0.000
C 5.08232 -6.53485 -0.64964  0.000
C 2.56457 -3.80688 -1.06959  0.000
N 3.03551 -2.77903 -0.38775  0.000
C 2.10155 -1.80019 -0.51768  0.000
C 1.03589 -2.22132 -1.28634  0.001
N 1.34997 -3.50928 -1.63741  0.000
C -0.07232 -1.38685 -1.59248  0.002
C -1.15967 -1.75976 -2.40017  0.001
C -2.18004 -0.87159 -2.62566  0.001
C -2.11510 0.38612 -2.02819  0.009
N -1.09452 0.76215 -1.27451  0.068
C -0.06509 -0.08301 -1.04634  0.009
C 1.05889 0.38189 -0.24136  0.006
N 1.04994 1.65862 0.20834  0.097
C 2.09831 2.10667 0.86724  0.009
C 3.22014 1.32463 1.15853  0.002
C 3.24016 0.02128 0.73281  0.001
C 2.14481 -0.47154 0.00739  0.002
H 6.58152 -10.05911 -1.22110  0.000
H 6.20722 -8.97430 0.13702  0.000
H 7.11129 -8.36292 -1.27787  0.000
H 2.93712 -8.13007 -2.72369  0.000
H 1.76464 -5.98991 -2.54823  0.000
H 4.83728 -4.53365 0.06462  0.000
H 6.01132 -6.67989 -0.11897  0.000
H 0.79831 -4.14604 -2.18482  0.000
H -1.19036 -2.74605 -2.84514  0.000
H -3.02276 -1.12744 -3.25148  0.000
H -2.90886 1.10850 -2.16330  0.002
H 2.07275 3.14097 1.19211  0.001
H 4.04859 1.75572 1.70224  0.000
H 4.07660 -0.63776 0.92384  0.000
C -5.17677 -0.34729 2.25910  0.000
N -3.93544 0.29172 2.70868  -0.003
C -3.57252 0.15601 4.12090  0.000
C -3.19352 0.95584 1.87532  0.010
N -2.54446 1.54145 1.11724  0.109
H -6.03016 0.10290 2.76556  0.000
H -5.14062 -1.41060 2.49333  0.000
H -5.28885 -0.22479 1.18513  0.000
H -4.34363 0.60786 4.74431  0.000
H -2.62260 0.64821 4.31119  0.000
H -3.48086 -0.90006 4.37257  0.000

Its expectation value of S² is 2.01. Its gap between HOMO and LUMO (alpha / beta) is 6.4 / 4.8 eV. The value obtained for the HOMO energy (alpha / beta) is -11.5914 / -11.5913 eV. The value obtained for the total energy is -63458.22577 eV. As for the strongest force on any atom: 0.68 eV/A. Its total charge is +2. As for the spin multiplicity: 3.